Entry 1:
Molecular formula: C16H17N
Method: DFT, ωB97M-V/def2-TZVPD

## Properties
E_LUMO (eV): 0.93
SMILES: Cc1c[nH]c2ccccc12.Cc1ccccc1
Frontier orbital gap (Ha): 0.3220
Strongest force on any atom (eV/Å): 1.10
ΔE to the lowest compared entry with this formula, charge and spin (kcal/mol): 9.8
Calculated total energy (eV): -18357.917
HOMO (eV): -7.83

Geometry as ORCA input:
```
! wB97M-V def2-TZVPD RIJCOSX def2/J DEFGRID3
* xyz 0 1
C -0.98880 -1.62250 5.29626
C 0.22597 -1.16590 4.54202
C 1.49058 -1.22666 5.02881
N 2.39637 -0.57232 4.19150
C 1.69697 -0.21848 3.05055
C 2.08659 0.31116 1.82900
C 1.12049 0.60419 0.87847
C -0.21435 0.28273 1.07732
C -0.61143 -0.27504 2.27791
C 0.34524 -0.52477 3.26835
H -1.29930 -0.82696 5.95627
H -0.76656 -2.53603 5.84369
H -1.81330 -1.85908 4.63284
H 1.89893 -1.68769 5.91677
H 3.31331 -0.98501 4.09244
H 3.12494 0.51437 1.60711
H 1.46438 1.11380 -0.01232
H -0.97800 0.41696 0.34148
H -1.61055 -0.56788 2.54156
C -1.27097 2.83226 -4.59351
C -0.89102 1.39933 -4.30264
C 0.42952 1.04041 -4.10760
C 0.76021 -0.29984 -3.89916
C -0.22869 -1.25248 -3.72689
C -1.55160 -0.86781 -3.87736
C -1.89032 0.43292 -4.21061
H -1.82205 2.89834 -5.52729
H -0.39079 3.46976 -4.66148
H -1.85563 3.27798 -3.79401
H 1.24811 1.73598 -4.01901
H 1.79612 -0.60857 -3.86950
H 0.04418 -2.29086 -3.58959
H -2.32752 -1.61886 -3.79347
H -2.93103 0.67654 -4.38796
*
```

Entry 2:
Molecular formula: C16H17N
Method: DFT, ωB97M-V/def2-TZVPD

## Properties
E_LUMO (eV): 0.78
SMILES: Cc1c[nH]c2ccccc12.Cc1ccccc1
Frontier orbital gap (Ha): 0.3164
Strongest force on any atom (eV/Å): 3.62
ΔE to the lowest compared entry with this formula, charge and spin (kcal/mol): 29.7
Calculated total energy (eV): -18357.054
HOMO (eV): -7.83

Geometry as ORCA input:
```
! wB97M-V def2-TZVPD RIJCOSX def2/J DEFGRID3
* xyz 0 1
C 0.16389 2.67840 1.03171
C -0.80904 1.66434 1.49248
C -0.55400 0.83776 2.51088
N -1.62664 0.09739 2.93063
C -2.61740 0.41629 1.98209
C -3.87957 -0.12979 1.77521
C -4.72820 0.40021 0.78979
C -4.24832 1.47150 0.02443
C -3.03987 2.09308 0.20911
C -2.21887 1.54008 1.19744
H 0.41022 2.69903 -0.02486
H 1.12848 2.40427 1.52877
H 0.09673 3.75060 1.31011
H 0.37002 0.64994 3.09945
H -1.70517 -0.57534 3.68678
H -4.23452 -1.00330 2.31904
H -5.73476 0.03136 0.81991
H -4.95193 1.85272 -0.73768
H -2.74993 2.84472 -0.49314
C 3.61491 0.45100 -1.57691
C 2.97257 -0.92065 -1.57252
C 2.80281 -1.51574 -2.81664
C 2.36935 -2.82119 -3.02132
C 2.09670 -3.55637 -1.89287
C 2.15058 -2.97665 -0.64233
C 2.59964 -1.66858 -0.43532
H 3.99977 0.72794 -0.58907
H 2.76324 1.15050 -1.62247
H 4.23772 0.71645 -2.41475
H 2.91637 -0.86685 -3.70907
H 2.20050 -3.15857 -4.04138
H 1.80054 -4.60367 -1.97477
H 1.85920 -3.44925 0.31521
H 2.54497 -1.23161 0.54207
*
```

Entry 3:
Molecular formula: C16H17N
Method: DFT, ωB97M-V/def2-TZVPD

## Properties
E_LUMO (eV): 0.90
SMILES: Cc1c[nH]c2ccccc12.Cc1ccccc1
Frontier orbital gap (Ha): 0.3162
Strongest force on any atom (eV/Å): 2.42
ΔE to the lowest compared entry with this formula, charge and spin (kcal/mol): 23.8
Calculated total energy (eV): -18357.310
HOMO (eV): -7.70

Geometry as ORCA input:
```
! wB97M-V def2-TZVPD RIJCOSX def2/J DEFGRID3
* xyz 0 1
C -1.92631 -2.45951 1.04983
C -0.58794 -1.88695 0.86889
C 0.05779 -1.00624 1.68395
N 1.28978 -0.60668 1.10630
C 1.36768 -1.23001 -0.11569
C 2.34300 -1.11926 -1.11892
C 2.06336 -1.63827 -2.35774
C 0.88057 -2.36403 -2.54013
C 0.10239 -2.78344 -1.48848
C 0.27430 -2.13196 -0.23902
H -2.22158 -3.19083 0.30040
H -2.71167 -1.68428 1.17378
H -2.12241 -2.89452 2.04569
H -0.29038 -0.44111 2.52917
H 1.70783 0.28410 1.32188
H 3.30125 -0.64346 -0.93795
H 2.82932 -1.69618 -3.11293
H 0.57963 -2.81620 -3.48238
H -0.60148 -3.58091 -1.68307
C -2.05261 1.61007 -0.98735
C -0.89363 2.08429 -0.18021
C -1.22272 2.52133 1.12901
C -0.21581 2.88380 2.00079
C 1.10291 2.83082 1.55883
C 1.44705 2.44600 0.29197
C 0.42074 2.14571 -0.61848
H -2.68904 0.91439 -0.46475
H -1.73788 1.26064 -1.97199
H -2.65901 2.50937 -1.07196
H -2.22389 2.57689 1.55247
H -0.49412 3.07646 3.02603
H 1.87107 2.91661 2.32162
H 2.47533 2.19553 0.08086
H 0.53649 1.91784 -1.67043
*
```

Entry 4:
Molecular formula: C16H17N
Method: DFT, ωB97M-V/def2-TZVPD

## Properties
E_LUMO (eV): 0.91
SMILES: Cc1c[nH]c2ccccc12.Cc1ccccc1
Frontier orbital gap (Ha): 0.3214
Strongest force on any atom (eV/Å): 1.08
ΔE to the lowest compared entry with this formula, charge and spin (kcal/mol): 5.5
Calculated total energy (eV): -18358.105
HOMO (eV): -7.83

Geometry as ORCA input:
```
! wB97M-V def2-TZVPD RIJCOSX def2/J DEFGRID3
* xyz 0 1
C -1.40903 -2.65993 2.12846
C 0.05903 -2.44634 2.28451
C 0.98741 -3.27975 2.81463
N 2.23693 -2.67104 2.76884
C 2.11493 -1.45056 2.16499
C 3.06330 -0.46580 1.93180
C 2.63096 0.71932 1.35996
C 1.28443 0.90778 1.02937
C 0.34961 -0.08272 1.23475
C 0.75117 -1.25423 1.87229
H -1.69711 -3.69274 1.93677
H -1.86822 -2.06011 1.34651
H -1.94641 -2.39725 3.04466
H 0.92533 -4.22708 3.32244
H 3.09503 -3.17398 2.89292
H 4.07938 -0.58396 2.29136
H 3.35209 1.49971 1.18474
H 0.96355 1.85233 0.60486
H -0.69141 0.04144 0.97873
C 0.50721 0.79754 -3.47414
C -0.67946 1.43417 -2.81796
C -1.33116 0.72448 -1.81565
C -2.45817 1.26137 -1.20075
C -2.89880 2.51300 -1.60045
C -2.19583 3.28020 -2.51603
C -1.07138 2.74000 -3.11705
H 0.99205 0.05521 -2.83557
H 1.30903 1.47141 -3.79073
H 0.26100 0.25342 -4.39278
H -0.97527 -0.24454 -1.48596
H -2.91331 0.73906 -0.37524
H -3.75163 2.92110 -1.11526
H -2.56035 4.27452 -2.73890
H -0.51490 3.20397 -3.91611
*
```

Entry 5:
Molecular formula: C16H17N
Method: DFT, ωB97M-V/def2-TZVPD

## Properties
E_LUMO (alpha / beta) (eV): -3.50 / -7.37
Frontier orbital gap (alpha / beta) (Ha): 0.2867 / 0.1447
Strongest force on any atom (eV/Å): 5.47
ΔE to the lowest compared entry with this formula, charge and spin (kcal/mol): 74.5
Calculated total energy (eV): -18347.552
HOMO (alpha / beta) (eV): -11.31 / -11.31
Expectation value of S²: 0.77

Geometry as ORCA input:
```
! wB97M-V def2-TZVPD RIJCOSX def2/J DEFGRID3
* xyz 1 2
C -2.45037 1.96637 1.71988
C -2.38616 2.45048 -0.76939
C -1.99161 2.80853 0.49281
C -1.65599 2.86804 -1.83849
C -0.59529 3.76724 -1.72438
C -0.85154 3.57036 0.62781
C -0.11451 4.06113 -0.42652
H -3.39985 1.93663 -1.07467
H -1.79977 2.66369 -2.92431
H -2.32212 2.49726 2.72092
H -1.98166 0.91731 1.75329
H -0.26421 4.27528 -2.59949
H -0.29904 3.48972 1.63312
H 0.61626 4.75370 -0.13674
H -3.56378 1.74243 1.76248
C 0.24895 -4.44774 -1.39495
C 0.94264 -1.57421 0.88936
C 1.37485 -2.49067 -0.02686
C 0.19433 -3.27892 -0.42562
C -0.82416 -2.83614 0.35367
C 3.10052 -0.44625 0.81977
C 1.83047 -0.51037 1.38033
C 3.51335 -1.50500 -0.16612
C 2.64717 -2.42158 -0.69082
N -0.49411 -1.67151 1.05658
H 3.63217 0.44096 1.12538
H 1.41250 0.28798 1.99343
H 4.59863 -1.56421 -0.37228
H 2.92448 -3.14611 -1.42147
H -0.82952 -1.31334 2.04822
H -1.73709 -3.30051 0.43594
H -0.89816 -4.33572 -1.68534
H 0.47764 -5.47594 -0.90574
H 0.94496 -4.17888 -2.22982
*
```

Entry 6:
Molecular formula: C16H17N2O10P2Ru
Method: DFT, ωB97M-V/def2-TZVPD

## Properties
E_LUMO (alpha / beta) (eV): -4.94 / -5.77
Frontier orbital gap (alpha / beta) (Ha): 0.2388 / 0.2092
Strongest force on any atom (eV/Å): 1.95
ΔE to the lowest compared entry with this formula, charge and spin (kcal/mol): 4.4
Calculated total energy (eV): -61480.984
HOMO (alpha / beta) (eV): -11.43 / -11.46

Geometry as ORCA input:
```
! wB97M-V def2-TZVPD RIJCOSX def2/J DEFGRID3
* xyz 1 1
Ru 0.43990 0.04829 -0.89464
O -1.98876 4.48120 -2.29067
C -2.99359 3.59147 -2.39999
C -4.19710 3.94498 -3.00810
C -5.22109 3.02870 -3.12525
C -5.07492 1.72942 -2.64290
C -3.89153 1.37001 -2.04461
C -2.83129 2.28168 -1.90728
C -1.61851 1.79305 -1.27455
O -1.51326 0.56501 -0.94041
N -0.57332 2.62740 -1.01236
N 0.45487 1.90200 -0.61221
C 1.51538 2.55398 -0.08656
C 2.41489 1.93677 0.75134
C 3.55374 2.65791 1.23197
C 4.31237 2.14721 2.22691
C 3.95570 0.90412 2.83034
C 2.87382 0.18381 2.43650
C 2.07706 0.64807 1.35482
O 1.04378 -0.00835 1.00951
H -2.26006 5.31899 -2.68373
H -4.31852 4.95347 -3.38644
H -6.14604 3.33014 -3.59951
H -5.88205 1.01707 -2.73543
H -3.75331 0.36865 -1.66188
H 1.53163 3.61922 -0.28774
H 3.78795 3.61312 0.78037
H 5.18031 2.68039 2.58812
H 4.57500 0.52626 3.63436
H 2.60632 -0.75486 2.89974
C 2.22553 -2.26584 -4.23593
C 2.43023 -0.78128 -3.97610
O 3.24142 -0.26171 -5.01669
P 3.25979 -0.46231 -2.37585
O 4.51765 -1.38966 -2.34789
O 3.79831 1.01435 -2.40627
O 2.34250 -0.72741 -1.19755
P 0.86654 0.15797 -3.74641
O 0.20619 0.30338 -5.17270
O 1.27830 1.48806 -3.19448
O -0.00729 -0.66553 -2.78861
H 3.19166 -2.75078 -4.36520
H 1.65631 -2.38417 -5.15776
H 1.68467 -2.74629 -3.42141
H 3.08489 0.68230 -5.14393
H 5.12727 -1.29892 -1.60400
H 3.03143 1.58618 -2.64889
H -0.64375 -0.13777 -5.30001
*
```

Among the records above, which one has the highest calculated total energy? number 5